{"formula": "C4H7ClN2", "method": "ωB97M-V/def2-TZVPD", "symbols": ["C", "C", "C", "C", "N", "N", "Cl", "H", "H", "H", "H", "H", "H", "H"], "positions_angstrom": [[1.554224, -0.154147, 0.512444], [0.974075, 1.143425, -0.122830], [-0.584422, -0.032268, 0.986827], [-1.063673, -1.196472, -0.987636], [0.535841, -0.760346, 1.089642], [-0.262953, 1.236196, 0.615435], [-1.766147, -0.241581, 2.230887], [2.451110, -0.704685, 0.102179], [1.590815, 1.984068, -0.105674], [0.735443, 0.716506, -1.167771], [-1.622993, -0.399269, -1.516640], [-1.553372, -2.067989, -0.604107], [-0.008901, -1.349502, -1.292725], [-0.979047, 1.826066, 0.259970]], "atomic_forces_ev_per_a": [[-2.4, -0.2, -0.3], [-0.5, -3.4, -0.7], [-1.2, -1.0, -2.2], [1.0, 2.2, 1.6], [4.3, -1.6, -0.2], [0.7, 1.4, 0.2], [-0.4, 0.0, -0.1], [-0.9, 0.8, 1.1], [0.8, 1.4, -0.2], [0.4, 1.1, 0.7], [0.2, -1.0, 0.2], [-0.4, -0.2, 0.0], [-1.0, 0.0, 0.0], [-0.5, 0.4, -0.2]], "lumo_ha": [0.0057, 0.0063], "energy_ha": -726.18176, "charge": 0, "homo_energy_ha": [-0.279, -0.277]}